1.
ORCA calculation (the ωB97M-V functional and the def2-TZVPD basis) on 13 unconnected molecules or ions with the total composition C6H39NO12S at a distorted geometry.

Element x y z (Å)
1 C 1.7445 -1.2331 0.6158
2 C 2.0901 -2.1993 -0.5140
3 S 3.8841 -2.7947 -0.6315
4 C 0.2910 -0.8406 0.3181
5 N -0.4633 0.0174 1.2527
6 C -2.8233 0.9937 1.5964
7 C -1.6483 0.5930 0.6440
8 C -1.3476 1.9013 -0.1681
9 H 1.9164 -1.7625 1.6351
10 H 2.4060 -0.3605 0.9375
11 H 1.7273 -1.7899 -1.4846
12 H 1.5437 -3.0953 -0.3402
13 H 4.5366 -1.6068 -0.4156
14 H 0.1686 -0.4951 -0.6903
15 H -0.3926 -1.7072 0.3702
16 H 0.1763 0.8415 1.5457
17 H -2.4897 1.8400 2.0973
18 H -3.7966 1.2545 1.1341
19 H -2.9942 0.1711 2.3569
20 H -2.0977 -0.0154 -0.2053
21 H -0.4972 1.8497 -0.8962
22 H -1.1595 2.7309 0.4116
23 H -2.3182 2.1406 -0.6632
24 H 2.1537 2.2850 0.8921
25 H 3.1169 3.4172 0.6464
26 O 2.2912 3.0593 0.3136
27 H -0.2095 -0.4344 -5.0628
28 H 0.9482 -0.3834 -4.5691
29 O 0.5329 -0.8952 -5.2622
30 H 0.7159 -0.6354 4.3337
31 H 0.0301 0.6859 4.1914
32 O 0.8110 0.2157 4.4375
33 H 1.7543 0.6517 -2.6194
34 H 0.6261 1.2529 -3.4424
35 O 0.9224 0.4736 -2.9933
36 H 1.5384 3.8926 -1.2777
37 H 0.3728 4.6588 -0.9277
38 O 0.9365 4.5881 -1.6951
39 H 2.7729 2.4720 2.9612
40 H 1.7435 1.2183 3.5375
41 O 2.2159 1.7122 2.6419
42 H -2.4668 -1.1937 4.3230
43 H -3.6276 -0.2666 4.3021
44 O -2.8813 -0.4640 4.8491
45 H 0.0509 -1.5698 2.4811
46 H -0.1691 -3.0434 2.6804
47 O 0.2583 -2.2746 3.1085
48 H -1.8487 -0.3522 -2.5913
49 H -2.8361 0.4199 -3.3537
50 O -2.6666 -0.4770 -3.0254
51 H -3.6195 -0.7570 -1.4572
52 H -4.8311 -1.4767 -1.3974
53 O -3.9806 -1.3916 -0.9455
54 H -0.7810 3.5444 -4.3315
55 H -0.2084 4.0592 -3.0520
56 O -0.5804 3.2203 -3.4497
57 H -3.2675 -3.1278 0.3169
58 H -1.9912 -2.5400 -0.4818
59 O -2.2888 -3.2004 0.0815

As for the LUMO energy (spin up / spin down): 2.25 / 2.20 eV. As for the total charge: -1. The gap between HOMO and LUMO (spin up / spin down) comes out at 2.0 / 9.0 eV. As for the spin multiplicity: 2.



2.
ORCA calculation (the ωB97M-V functional and the def2-TZVPD basis) on 13 unconnected molecules or ions with the total composition C6H39NO13 at a distorted geometry.

Element x y z (Å)
1 C -2.1311 -1.5577 -3.5641
2 O -0.7561 -2.0189 -3.6948
3 C -2.2453 -0.1638 -2.9465
4 C -0.9861 0.6453 -3.2465
5 C -0.1576 0.7906 -1.8954
6 C -0.9200 1.3352 -0.6056
7 C -0.1286 0.7183 0.6025
8 N -0.4570 -0.5869 1.0803
9 H -2.5700 -2.4472 -3.0812
10 H -2.5311 -1.5622 -4.5914
11 H -0.1446 -1.7848 -3.0077
12 H -2.6060 -0.1097 -1.8943
13 H -3.1107 0.2342 -3.4826
14 H -0.2330 0.1955 -3.8891
15 H -1.1964 1.6420 -3.6785
16 H 0.6925 1.5324 -1.9770
17 H 0.2933 -0.1767 -1.6729
18 H -1.9950 0.9628 -0.6820
19 H -0.8576 2.4042 -0.7658
20 H 0.9588 0.7231 0.3668
21 H -0.1411 1.5205 1.3432
22 H -0.4795 -1.4751 0.5809
23 H -1.4405 -0.4993 1.2736
24 H 2.0201 0.4308 -5.0551
25 H 1.9366 -0.3402 -3.6772
26 O 2.4798 0.1787 -4.2641
27 H -3.2916 -1.5389 1.2853
28 H -3.6926 -2.6504 1.8220
29 O -2.9402 -2.0800 2.0156
30 H -0.7103 3.4725 2.7014
31 H -0.5241 2.9368 4.1135
32 O -1.1188 3.4543 3.5673
33 H 0.9610 -2.8042 0.0142
34 H 1.3132 -3.5231 1.3543
35 O 1.6628 -3.2341 0.5080
36 H 3.6744 1.2981 -0.2840
37 H 3.3640 0.0988 -1.2165
38 O 2.9717 0.7253 -0.6032
39 H 1.5706 4.4588 -0.2263
40 H 1.1488 2.8875 0.2008
41 O 0.9127 3.7952 -0.0661
42 H 1.0207 -2.2936 3.4702
43 H 0.6011 -0.9082 3.9216
44 O 0.3327 -1.8318 3.9652
45 H 1.5657 -1.1174 2.1883
46 H 3.0815 -1.5736 1.8921
47 O 2.5181 -1.0843 2.5268
48 H -1.1161 -2.8466 -1.7524
49 H -0.0505 -4.0556 -1.6427
50 O -0.2833 -3.1510 -1.3781
51 H 3.2368 0.6009 1.8576
52 H 2.9620 2.1865 1.3766
53 O 3.3494 1.5667 1.9894
54 H 2.0193 1.3241 3.1141
55 H 1.2426 1.4555 4.5683
56 O 1.2121 1.4593 3.6223
57 H -2.9783 0.1866 2.6819
58 H -3.9206 1.3391 2.7399
59 O -3.3884 0.8556 2.0973

As for the LUMO energy: 0.10 eV. The gap between HOMO and LUMO comes out at 9.3 eV. As for the spin multiplicity: 1.